The following is a DFT calculation (ωB97M-V with the def2-TZVPD basis set) of a 5-piece molecular cluster, C44H84N2O16S2 overall at a distorted geometry.

Positions of all 148 atoms, in Å:
S -3.94 1.19 -2.47
S -11.05 3.41 -0.14
O -2.88 2.26 -2.50
O 8.26 4.88 -2.75
O -4.74 1.38 -0.98
O 1.06 -13.52 -1.90
O 1.18 -6.67 -1.99
O 9.09 5.96 -0.93
O -0.44 -15.22 -2.09
O 10.14 4.21 -1.67
O 2.96 -5.68 -0.99
O 1.83 -7.16 0.13
O -0.24 -13.96 -0.21
O -1.60 3.69 6.67
O -2.95 3.66 4.97
O -3.45 2.37 6.78
O -10.10 6.03 -0.74
O -4.87 1.22 -3.64
N -12.01 7.05 -1.59
N -12.38 5.76 -1.30
C -0.25 -1.05 -1.00
C 0.07 -14.32 -1.47
C -2.77 -0.59 -0.69
C -6.63 0.22 0.33
C 1.93 4.65 2.99
C 2.92 6.47 -0.94
C -1.29 3.30 8.01
C 2.73 0.06 -1.62
C 0.78 -8.13 0.24
C -4.16 3.23 4.33
C 2.15 6.60 0.46
C 3.21 -4.99 -2.21
C -11.21 5.15 -0.77
C -1.26 -14.74 0.42
C 3.11 4.54 -2.73
C 2.60 3.38 2.27
C 2.29 2.02 3.12
C 1.55 -13.85 -3.19
C 8.06 6.93 -1.09
C 1.09 -1.60 -0.32
C 4.13 3.43 -3.29
C -8.79 1.79 0.73
C 0.68 5.29 2.22
C -5.34 0.11 -0.60
C -1.61 -1.63 -0.33
C -9.22 3.18 0.04
C -7.16 1.70 0.60
C 1.15 -9.42 -0.48
C 2.60 1.63 -1.98
C -3.04 -0.45 -2.29
C 10.31 3.14 -2.62
C 0.78 1.55 2.73
C 9.08 5.00 -1.87
C 1.91 -6.52 -1.04
C 10.89 3.66 -3.92
C 2.10 -0.33 -0.19
C -2.73 3.15 6.19
C 3.61 1.92 -3.20
C -10.64 7.26 -1.26
C 3.50 4.98 -1.22
C -5.36 3.97 4.88
C -0.70 -16.06 0.91
C -4.19 -0.89 -0.01
C 0.93 5.58 0.66
H 0.64 -8.33 1.30
H -0.38 -16.69 0.08
H 3.84 7.15 -0.88
H -2.11 -14.88 -0.25
H 0.47 6.31 2.72
H -6.26 3.70 4.32
H -3.75 -1.26 -2.66
H 1.69 7.66 0.50
H -8.69 4.01 0.61
H -2.45 0.46 -0.34
H -0.01 6.10 0.24
H -5.21 5.05 4.82
H 0.78 0.40 2.59
H 0.44 1.98 1.73
H 3.00 1.20 2.75
H 2.32 -4.48 -2.57
H -6.88 2.47 -0.19
H 2.40 2.20 4.25
H 3.59 -5.70 -2.96
H 7.07 6.46 -1.15
H -2.00 3.76 8.70
H -0.16 -7.72 -0.13
H -4.14 -0.66 1.12
H 0.74 -13.91 -3.92
H -0.29 0.10 -0.85
H 0.03 1.85 3.55
H -4.05 3.46 3.26
H 2.20 3.18 1.22
H 1.25 -9.26 -1.55
H -10.08 8.23 -1.39
H 2.11 -9.79 -0.12
H 1.03 4.59 0.10
H 9.36 2.62 -2.78
H 0.39 -10.18 -0.31
H 2.09 -14.80 -3.15
H 1.57 4.31 4.03
H 2.32 -0.58 -2.48
H -1.30 2.21 8.12
H -1.46 -16.61 1.48
H 1.52 0.54 0.27
H -8.78 3.15 -1.03
H -5.53 3.73 5.93
H -1.51 -1.66 0.82
H 0.92 -2.12 0.68
H 2.92 6.57 1.30
H -0.29 3.66 8.24
H -5.68 -0.40 -1.58
H -4.52 -1.97 -0.15
H 11.11 2.83 -4.60
H 11.82 4.21 -3.73
H 3.16 1.54 -4.19
H 11.00 2.43 -2.17
H 8.07 7.57 -0.20
H 8.25 7.54 -1.97
H 0.17 -15.90 1.55
H 1.58 -2.34 -1.06
H 5.18 3.55 -2.83
H -0.24 4.62 2.43
H -6.38 -0.27 1.35
H -1.62 -14.16 1.28
H 3.28 5.49 -3.37
H 2.75 5.45 3.16
H 2.81 2.23 -1.04
H -2.09 -0.34 -2.90
H 2.93 -0.66 0.52
H 3.85 -0.17 -1.56
H -9.01 1.83 1.87
H 2.24 -13.07 -3.51
H 3.98 -4.25 -2.02
H 4.54 1.26 -3.00
H -1.82 -2.69 -0.71
H 4.63 4.99 -1.09
H -6.74 2.05 1.62
H 3.73 3.51 2.27
H -9.30 0.87 0.29
H -4.27 2.14 4.41
H -7.50 -0.41 -0.09
H 10.21 4.35 -4.42
H 1.52 1.77 -2.36
H -0.32 -1.29 -2.13
H 2.28 6.86 -1.82
H 2.01 4.27 -2.85
H 4.28 3.66 -4.42
H 3.07 4.26 -0.44

Properties
SMILES ... CCCCCCCCCCCCCCCCCC[C@@H]1C[C@@H](CCCCSc2nnco2)OS(=O)(=O)C1.CCOC(=O)OC.CCOC(=O)OC.CCOC(=O)OC.CCOC(=O)OC
E_HOMO ... -8.77 eV
2S+1 ... 1
Maximum force ... 5.666 eV/Å
Total energy ... -104393.440 eV

These are the Mulliken partial charges, in e, on atoms 1 to 2:
1 S 1.06
2 S -0.15